Version P
The following is a DFT calculation (ωB97M-V with the def2-TZVPD basis set) of an isolated molecule of C5H14N2S.

Each line ends with the natural charge from an NBO analysis.
CARTESIAN COORDINATES (ANGSTROEM)
S 0.434 -2.918 -0.324  -0.033
N 1.513 -0.894 1.761  -0.834
N -0.754 1.397 -0.240  -0.642
C -1.938 3.050 -1.671  -0.609
C 0.397 -0.507 0.918  -0.087
C 0.703 -1.131 -0.439  -0.575
C -1.019 2.847 -0.449  -0.208
C 0.162 1.029 0.864  -0.220
H -0.579 -0.940 1.230  0.189
H -1.886 4.038 -1.955  0.211
H 1.112 1.557 0.688  0.189
H -0.010 3.240 -0.722  0.184
H 0.100 -0.724 -1.377  0.274
H -1.670 0.910 -0.065  0.339
H -0.243 1.532 1.778  0.174
H 2.171 -1.223 1.147  0.351
H 1.768 -0.775 -0.808  0.220
H -1.391 3.327 0.473  0.166
H -1.529 2.618 -2.631  0.214
H -2.882 2.718 -1.395  0.201
H 1.583 -3.336 0.307  0.121
H 1.368 -1.513 2.522  0.375

## Properties
Charge = 0
Orbital gap = 9.58 eV
LUMO energy = 0.89 eV
SMILES string = CCNC[C@H](N)CS
2S+1 = 1


Version Q
The following is a DFT calculation (ωB97M-V with the def2-TZVPD basis set) of an isolated molecule of C5H14N2S.

Each line ends with the natural charge from an NBO analysis.
CARTESIAN COORDINATES (ANGSTROEM)
S 3.719 -1.237 -1.283  -0.052
N -1.983 2.371 1.194  -0.863
N -0.264 0.735 0.679  -0.664
C -0.241 -0.529 -0.083  -0.043
C -1.175 -1.581 0.612  -0.633
C 1.963 -0.806 -1.431  -0.521
C 1.206 -1.053 -0.137  -0.418
C -1.181 1.753 0.171  -0.042
H 1.195 -2.124 0.095  0.201
H 1.727 0.155 -1.893  0.225
H -0.659 -2.107 1.417  0.207
H -1.729 -2.231 -0.054  0.214
H 4.292 -0.017 -1.103  0.129
H -0.654 2.474 -0.456  0.168
H -0.683 -0.249 -1.027  0.189
H 1.759 -0.589 0.685  0.223
H -1.895 1.291 -0.536  0.148
H -1.874 3.367 1.298  0.369
H -1.862 -0.944 1.187  0.208
H -0.316 0.653 1.676  0.374
H 1.602 -1.462 -2.230  0.215
H -2.944 2.132 1.220  0.368

## Properties
Charge = 0
Orbital gap = 9.30 eV
LUMO energy = 0.98 eV
SMILES string = C[C@H](CCS)NCN
2S+1 = 1


Which one sits at the bottom of the stability order? version P does.


Version P
The following is a DFT calculation (ωB97M-V with the def2-TZVPD basis set) of an isolated molecule of H3NP2S.

Each line ends with the Mulliken spin population.
CARTESIAN COORDINATES (ANGSTROEM)
S -1.402 -1.424 0.230  0.258
P 0.395 -0.591 -0.166  0.100
P -1.659 0.967 -0.116  1.576
N 0.187 1.073 0.044  0.069
H 0.397 1.625 0.942  -0.009
H 0.772 -0.625 -1.523  0.004
H 1.310 -1.025 0.589  0.003

## Properties
Charge = 0
Orbital gap (alpha / beta) = 6.09 / 8.93 eV
LUMO energy (alpha / beta) = 0.38 / -0.56 eV
2S+1 = 3


Version Q
The following is a DFT calculation (ωB97M-V with the def2-TZVPD basis set) of an isolated molecule of H3NP2S.

Each line ends with the Mulliken spin population.
CARTESIAN COORDINATES (ANGSTROEM)
S 3.056 -0.409 -0.128  0.953
P -1.504 -0.192 0.267  0.020
P 1.470 0.704 -0.012  0.880
N 0.145 -0.351 0.138  0.135
H 0.145 -1.363 -0.128  -0.005
H -1.717 0.401 -0.905  0.013
H -1.594 1.211 0.767  0.005

## Properties
Charge = 0
Orbital gap (alpha / beta) = 7.73 / 6.46 eV
LUMO energy (alpha / beta) = 0.85 / -3.11 eV
2S+1 = 3


Which one sits at the bottom of the stability order? version P does.


Version P
The following is a DFT calculation (ωB97M-V with the def2-TZVPD basis set) of the ion C2H8N5 with charge +1.

Each line ends with the natural charge from an NBO analysis.
CARTESIAN COORDINATES (ANGSTROEM)
N -0.058 -1.959 -0.535  -0.832
N 0.086 0.645 0.483  -0.552
N -0.724 0.173 -1.646  -0.369
N -1.124 -0.779 -2.578  -0.636
N 0.808 1.254 2.617  -0.675
C 0.598 0.405 1.638  0.409
C -0.274 -0.328 -0.478  0.528
H 1.174 0.944 3.418  0.421
H -0.683 1.103 -1.902  0.403
H 0.723 2.327 2.568  0.441
H -0.635 -0.751 -3.492  0.383
H -0.218 1.627 0.087  0.436
H 0.615 -0.638 1.943  0.255
H 0.681 -2.250 0.096  0.341
H -0.969 -1.772 -2.218  0.448

## Properties
Charge = +1
Orbital gap = 7.57 eV
LUMO energy = -4.59 eV
SMILES string = [H]/N=C(NN)\[NH+]=C\N
2S+1 = 1


Version Q
The following is a DFT calculation (ωB97M-V with the def2-TZVPD basis set) of the ion C2H8N5 with charge +1.

Each line ends with the natural charge from an NBO analysis.
CARTESIAN COORDINATES (ANGSTROEM)
N -0.958 -0.969 0.483  -0.273
N -0.674 1.110 -0.285  -0.451
N -2.071 -0.590 0.021  0.089
N 0.790 -1.130 -0.920  -0.824
N -2.007 0.631 -0.477  -0.258
C 1.168 0.384 1.120  -0.658
C 0.020 0.039 0.221  0.446
H 1.736 -0.806 -1.100  0.414
H 2.030 0.671 0.609  0.245
H -2.848 1.162 -0.689  0.452
H 0.157 -0.936 -1.675  0.417
H 1.667 -0.542 1.523  0.259
H 0.794 0.979 1.847  0.247
H 0.752 -2.100 -0.623  0.445
H -0.557 2.097 -0.056  0.451

## Properties
Charge = +1
Orbital gap = 10.51 eV
LUMO energy = -3.39 eV
SMILES string = C[C@@]1([NH3+])N=NNN1
2S+1 = 1


Which one sits at the bottom of the stability order? version P does.


Version P
The following is a DFT calculation (ωB97M-V with the def2-TZVPD basis set) of the ion C5H11NO with charge +1.

Each line ends with the Mulliken spin population.
CARTESIAN COORDINATES (ANGSTROEM)
O -0.517 -1.359 -1.158  0.126
N 1.193 -0.037 -0.345  0.759
C 1.506 0.909 0.701  0.000
C -2.692 0.094 0.000  -0.002
C -0.289 -0.343 -0.610  -0.046
C -1.286 0.705 -0.203  0.005
C 2.025 -1.243 -0.285  0.015
H -1.012 1.233 0.705  -0.003
H -2.785 -0.229 1.035  0.001
H -1.337 1.413 -1.017  -0.002
H 2.735 -1.131 -1.119  0.044
H -2.822 -0.807 -0.595  0.000
H 2.550 1.212 0.639  0.022
H 1.320 0.448 1.680  0.056
H 0.878 1.796 0.666  0.003
H 1.485 -2.149 -0.531  0.007
H 2.505 -1.336 0.679  0.016
H -3.456 0.823 -0.243  0.001

## Properties
Charge = +1
Orbital gap (alpha / beta) = 12.56 / 7.72 eV
LUMO energy (alpha / beta) = -3.54 / -8.30 eV
2S+1 = 2


Version Q
The following is a DFT calculation (ωB97M-V with the def2-TZVPD basis set) of a cluster of 2 separate species, C5H11NO in total.

Each line ends with the Mulliken spin population.
CARTESIAN COORDINATES (ANGSTROEM)
O -2.321 -1.107 -0.876  -0.001
N 0.283 -0.647 1.484  0.128
C 0.367 1.396 0.207  0.345
C -0.525 2.291 1.005  0.011
C 0.711 0.070 0.392  0.151
C 1.153 -1.908 -1.202  0.361
C 1.288 -0.632 -0.743  -0.106
H -0.505 -0.193 1.924  -0.004
H -1.753 -1.893 -0.778  -0.001
H -1.009 1.692 1.768  -0.004
H 0.091 3.059 1.492  0.041
H 0.249 -2.404 -1.554  0.009
H 2.008 0.064 -1.176  0.023
H 0.009 -1.594 1.255  -0.004
H -1.259 2.804 0.380  0.024
H 0.905 1.879 -0.606  0.014
H -1.742 -0.493 -1.378  0.000
H 2.050 -2.383 -1.596  0.013

## Properties
Charge = +1
Orbital gap (alpha / beta) = 8.65 / 7.37 eV
LUMO energy (alpha / beta) = -5.35 / -7.24 eV
2S+1 = 2


Which one sits at the bottom of the stability order? version Q does.


Version P
The following is a DFT calculation (ωB97M-V with the def2-TZVPD basis set) of a cluster of 2 separate species, C9H16N in total.

Each line ends with the natural charge from an NBO analysis.
CARTESIAN COORDINATES (ANGSTROEM)
N -0.639 -1.393 0.813  -0.326
C -0.324 0.733 1.919  -0.694
C -2.071 -1.232 1.052  -0.054
C 0.245 -0.410 1.050  0.545
C 0.638 2.447 -2.069  0.021
C 1.864 3.203 -1.989  -0.717
C -0.362 1.761 -2.186  -0.322
C -0.219 -2.439 -0.112  -0.453
C 1.637 -0.435 0.634  -0.724
C -2.970 -1.793 0.321  -0.336
H -1.319 1.234 -2.484  0.261
H -2.660 -2.281 -0.539  0.215
H 0.895 -2.510 -0.391  0.255
H 1.862 4.049 -2.868  0.264
H -1.338 0.906 1.610  0.257
H 1.842 3.859 -1.062  0.249
H -3.937 -1.724 0.724  0.249
H 2.278 -1.052 1.304  0.292
H -0.624 -3.435 0.312  0.247
H -0.391 0.334 2.991  0.270
H -0.823 -2.331 -1.008  0.224
H 2.060 0.571 0.723  0.268
H 1.663 -0.804 -0.384  0.263
H 0.418 1.625 1.827  0.264
H -2.173 -0.857 2.119  0.233
H 2.757 2.590 -2.091  0.248

## Properties
Charge = +1
Orbital gap = 8.37 eV
LUMO energy = -4.39 eV
2S+1 = 1


Version Q
The following is a DFT calculation (ωB97M-V with the def2-TZVPD basis set) of the ion C9H16N with charge +1.

Each line ends with the natural charge from an NBO analysis.
CARTESIAN COORDINATES (ANGSTROEM)
N -0.263 0.171 -0.177  -0.209
C -1.297 -0.108 0.767  -0.013
C -2.029 -1.318 -1.472  -0.644
C 0.384 -1.138 -0.177  0.125
C -1.040 -1.141 -0.324  0.192
C 1.585 -1.618 -0.062  -0.142
C -0.220 1.317 -1.018  -0.222
C -1.108 -0.156 2.256  -0.665
C 2.815 -0.842 0.148  -0.651
C 0.542 2.466 -0.290  -0.615
H 1.500 2.086 0.108  0.216
H -2.008 0.298 2.673  0.250
H 0.047 3.018 0.429  0.227
H 1.599 -2.748 -0.039  0.257
H -2.413 -2.328 -1.331  0.268
H 3.186 -0.990 1.156  0.250
H -1.051 -1.209 2.699  0.255
H -1.694 -1.225 -2.530  0.256
H 0.343 1.090 -1.827  0.225
H -2.639 -0.449 -1.331  0.229
H -2.213 0.425 0.474  0.222
H 3.674 -1.058 -0.488  0.256
H 2.617 0.197 -0.027  0.212
H -1.167 1.698 -1.274  0.225
H -0.119 0.387 2.654  0.253
H 0.970 3.175 -0.996  0.244

## Properties
Charge = +1
Orbital gap = 11.40 eV
LUMO energy = -2.40 eV
SMILES string = C/C=C1/[C@@]2(C)[C@@H](C)[N@@+]12CC
2S+1 = 1


Which one sits at the bottom of the stability order? version P does.


Version P
The following is a DFT calculation (ωB97M-V with the def2-TZVPD basis set) of an isolated molecule of C8H11N3.

Each line ends with the natural charge from an NBO analysis.
CARTESIAN COORDINATES (ANGSTROEM)
N -0.211 1.392 0.398  -0.434
N 3.867 -0.910 -0.422  -0.399
N 1.663 0.099 -0.298  -0.504
C 0.295 -0.976 0.750  0.041
C 0.269 2.802 0.185  -0.422
C 2.777 -0.515 -0.255  0.378
C -0.848 -1.314 0.002  -0.093
C -1.304 -2.776 0.213  -0.623
C 0.840 0.404 0.751  0.063
C -1.576 -0.369 -0.644  -0.082
C -0.931 0.912 -0.767  -0.308
H 0.359 3.134 -0.902  0.194
H -2.472 -0.599 -1.290  0.226
H -0.858 -3.162 1.152  0.214
H 0.917 -1.798 0.886  0.218
H -2.337 -2.740 0.248  0.228
H -0.734 -3.383 -0.501  0.231
H 1.301 0.830 1.729  0.198
H -0.496 3.469 0.596  0.205
H -1.674 1.746 -1.080  0.218
H 1.246 2.935 0.781  0.212
H -0.092 0.818 -1.531  0.238

## Properties
Charge = 0
Orbital gap (alpha / beta) = 7.42 / 6.95 eV
LUMO energy (alpha / beta) = -1.32 / -1.49 eV
2S+1 = 1


Version Q
The following is a DFT calculation (ωB97M-V with the def2-TZVPD basis set) of an isolated molecule of C8H11N3.

Each line ends with the natural charge from an NBO analysis.
CARTESIAN COORDINATES (ANGSTROEM)
N 0.338 -0.740 -2.309  -0.217
N -0.405 -0.216 -1.424  -0.102
N 1.583 -0.944 -0.470  -0.395
C -2.751 0.383 2.256  -0.652
C -1.568 0.393 1.326  0.059
C -0.758 1.657 1.040  -0.466
C 1.575 -1.089 -1.767  0.342
C -1.009 -0.687 0.769  -0.200
C 0.249 -0.335 -0.163  0.120
C 0.548 1.087 0.434  -0.355
C 2.697 -1.485 -2.635  -0.672
H -3.564 -0.220 1.891  0.229
H 3.310 -0.689 -2.918  0.241
H 2.424 -2.161 -3.460  0.243
H -0.491 2.434 1.846  0.220
H 0.959 1.802 -0.303  0.219
H 1.307 0.749 1.250  0.227
H -1.004 2.352 0.246  0.231
H -1.521 -1.618 0.737  0.218
H 3.341 -1.978 -1.885  0.242
H -2.173 -0.119 2.992  0.243
H -3.089 1.424 2.545  0.225

## Properties
Charge = 0
Orbital gap = 9.37 eV
LUMO energy = -0.01 eV
SMILES string = CC1=C[C@]2(CC1)N=NC(C)=N2
2S+1 = 1


Which one sits at the bottom of the stability order? version P does.